This record from OMol25 describes 22 unconnected molecules or ions with the total composition C76H206N10O22. The level of theory is ωB97M-V with the def2-TZVPD basis set.

## Properties
DFT total energy = -142093.778 eV
E_LUMO = 0.45 eV
HOMO level = -8.49 eV
ΔE to the lowest compared entry with this formula, charge and spin = 0.0 kcal/mol
max |F| = 3.2 eV/A

Cartesian coordinates (Å):
C: 5.07115 3.59048 2.58804
C: 4.89519 2.19797 3.11971
C: 3.48587 1.67144 2.90226
O: 5.87138 1.37916 2.47596
H: 4.45388 4.33579 3.00552
H: 4.90198 3.71972 1.53237
H: 6.07926 3.92278 2.84737
H: 4.99754 2.25803 4.22125
H: 3.25711 1.69310 1.81433
H: 2.65065 2.25100 3.23975
H: 3.33793 0.64090 3.29003
H: 5.76824 0.46774 2.73371
C: 2.54212 3.11928 -0.45951
C: 1.63614 3.58767 -1.66034
C: 0.43811 4.39646 -1.24267
O: 2.42476 4.30400 -2.61440
H: 2.99145 4.04437 -0.08416
H: 3.34962 2.42864 -0.67721
H: 1.94658 2.61270 0.31094
H: 1.34658 2.59242 -2.08675
H: -0.11886 3.95778 -0.39288
H: -0.14635 4.53044 -2.12710
H: 0.82444 5.32470 -0.86151
H: 1.79018 4.49364 -3.30695
C: 0.41091 3.62642 2.70098
C: 1.36336 4.88430 2.85222
C: 0.54839 6.12450 3.06190
O: 2.34202 4.77281 3.90920
H: -0.03293 3.35604 3.64239
H: 0.91648 2.71392 2.30606
H: -0.40602 3.75806 2.02386
H: 1.95164 4.97299 1.93023
H: -0.04402 6.53812 2.25274
H: 1.32282 6.88927 3.29906
H: -0.09753 6.17111 3.94777
H: 1.87182 4.61002 4.74342
C: 5.10539 -6.56798 -2.38204
C: 3.66251 -6.04292 -2.33890
C: 2.71521 -7.10039 -1.83594
O: 3.72225 -4.98076 -1.40526
H: 5.45225 -6.79294 -1.40814
H: 5.75769 -5.76194 -2.80763
H: 5.19517 -7.52684 -2.92803
H: 3.36216 -5.69041 -3.27742
H: 2.50175 -7.91660 -2.50245
H: 1.74964 -6.68461 -1.54143
H: 3.09167 -7.56511 -0.93092
H: 2.83081 -4.85571 -1.01375
C: -4.35866 -0.96265 -2.15735
C: -4.96149 -0.33022 -3.41402
C: -5.24815 -1.32344 -4.56601
O: -6.19108 0.26643 -3.02734
H: -3.39281 -1.43705 -2.30418
H: -5.01979 -1.77867 -1.81695
H: -4.35082 -0.29644 -1.27849
H: -4.27108 0.42115 -3.78098
H: -4.25845 -1.77073 -4.81717
H: -5.57046 -0.72161 -5.42728
H: -5.90230 -2.10072 -4.21889
H: -6.05339 1.22316 -3.04491
C: -2.03895 -4.04674 -3.43294
C: -0.82148 -3.91404 -2.54583
C: 0.49888 -3.32356 -3.19277
O: -1.14463 -3.17315 -1.31152
H: -2.86948 -4.39858 -2.76949
H: -1.89932 -4.71674 -4.28253
H: -2.35936 -3.07644 -3.79149
H: -0.52412 -4.86973 -2.15835
H: 0.86359 -4.02654 -3.99712
H: 1.23302 -3.21532 -2.44530
H: 0.35803 -2.39079 -3.72604
H: -0.94892 -2.25020 -1.50831
C: -4.40956 0.41658 2.15672
C: -5.38939 -0.54865 2.81683
C: -5.26872 -0.76762 4.30487
O: -6.68923 0.00688 2.55700
H: -3.38835 0.14090 2.27934
H: -4.60156 1.40829 2.60280
H: -4.64194 0.51559 1.06548
H: -5.36305 -1.52066 2.30281
H: -4.25440 -0.89782 4.61612
H: -5.84235 -1.66791 4.60504
H: -5.59259 0.10827 4.84014
H: -6.75841 0.12220 1.59068
C: -4.15390 5.40648 1.66262
C: -3.01749 4.94561 0.73769
C: -3.04627 3.43608 0.44103
O: -2.90042 5.74494 -0.47522
H: -3.96302 6.32197 2.22298
H: -4.37151 4.65893 2.38507
H: -5.14993 5.53048 1.12285
H: -2.07467 5.13736 1.24327
H: -4.07179 3.07379 0.29972
H: -2.67110 2.81337 1.27455
H: -2.44669 3.15703 -0.36548
H: -3.81056 6.09208 -0.58110
C: 6.05511 -2.86731 3.08904
C: 6.99988 -2.13829 4.04128
C: 8.28728 -1.59858 3.36634
O: 6.21855 -1.10258 4.55154
H: 5.62050 -2.12728 2.44828
H: 5.26694 -3.38985 3.62662
H: 6.62370 -3.56151 2.46265
H: 7.29169 -2.81127 4.87943
H: 8.84839 -0.89361 3.98281
H: 7.96899 -1.05060 2.46102
H: 8.93205 -2.42967 3.08644
H: 6.62724 -0.69477 5.31465
C: 1.19316 -1.01233 4.22359
C: -0.09077 -1.80488 4.25816
C: -0.99651 -1.36523 5.38556
O: -0.66226 -1.64282 2.98333
H: 1.00618 0.00953 3.92681
H: 2.03109 -1.45939 3.65246
H: 1.61599 -0.88030 5.22131
H: 0.19818 -2.84776 4.37961
H: -1.17499 -0.29292 5.35199
H: -0.54694 -1.52509 6.34802
H: -1.98015 -1.86246 5.34383
H: -1.43507 -2.25761 3.00662
C: -9.59283 0.37046 -0.98579
C: -8.52249 -0.59632 -0.45525
C: -8.47396 -1.93537 -1.19335
O: -7.26177 0.01689 -0.43912
H: -9.45081 0.58588 -2.03886
H: -9.53820 1.30716 -0.46360
H: -10.55942 -0.05571 -0.79193
H: -8.82247 -0.82047 0.57371
H: -9.39341 -2.47360 -0.95003
H: -7.57353 -2.46362 -0.83469
H: -8.31368 -1.82595 -2.26630
H: -6.75605 -0.18993 -1.25223
C: 2.70951 2.31014 6.39033
C: 1.20971 2.46885 6.26861
C: 0.45289 1.75578 7.37806
O: 0.83292 3.86882 6.25576
H: 3.15473 2.85478 5.54677
H: 3.00458 1.25054 6.33102
H: 3.21387 2.67656 7.26625
H: 0.99569 2.02791 5.31021
H: 0.59600 0.66627 7.33438
H: -0.62078 1.92875 7.25474
H: 0.69198 2.08090 8.38844
H: -0.14430 3.94879 6.15025
C: -2.41245 2.42779 -3.21974
C: -2.55327 3.11064 -4.59543
C: -3.49201 2.21542 -5.39944
O: -3.84243 2.79993 -6.66073
C: -4.93925 2.20630 -7.40410
N: -3.07530 4.42446 -4.49251
H: -1.68479 2.79980 -2.48771
H: -2.09540 1.39595 -3.37416
H: -3.36014 2.35267 -2.71119
H: -1.59819 3.14918 -5.09561
H: -4.30812 1.98760 -4.70852
H: -3.07754 1.21124 -5.61779
H: -4.70827 1.14076 -7.56682
H: -5.02997 2.77484 -8.33622
H: -5.89315 2.22958 -6.84474
H: -3.16859 4.96964 -5.35393
H: -2.62859 4.86829 -3.71593
C: 1.96430 -4.14921 2.00234
C: 1.30194 -5.27894 1.25057
C: 0.11992 -5.82514 2.06381
O: -0.57611 -6.85935 1.33510
C: -1.48489 -7.51909 2.22481
N: 0.86408 -4.76190 -0.02847
H: 2.86883 -3.77558 1.48119
H: 2.31560 -4.42971 3.01207
H: 1.20272 -3.33504 2.14082
H: 1.98077 -6.11393 1.07115
H: -0.48250 -4.92731 2.25310
H: 0.44313 -6.26111 3.02379
H: -1.00611 -8.14393 2.95914
H: -2.07277 -8.18983 1.61573
H: -2.14373 -6.86712 2.77605
H: 0.38794 -3.87141 0.01738
H: 0.14360 -5.45445 -0.31205
C: -2.62122 -4.90295 5.07042
C: -3.89342 -4.09704 4.75043
C: -4.06311 -4.01189 3.18919
O: -2.93668 -3.42302 2.59254
C: -2.96297 -3.52172 1.16901
N: -5.15811 -4.44133 5.29482
H: -2.66595 -5.84505 4.53749
H: -2.48622 -5.10710 6.15495
H: -1.76097 -4.44308 4.57422
H: -3.62017 -3.12383 5.20342
H: -4.93924 -3.40438 2.92652
H: -4.19126 -5.08947 2.81192
H: -3.84199 -2.98371 0.73748
H: -2.87319 -4.57272 0.82605
H: -2.08163 -3.00484 0.81500
H: -5.79827 -4.96662 4.74322
H: -5.18600 -4.79180 6.23771
C: 8.19777 0.87030 -1.95059
C: 7.64269 1.07735 -0.59214
C: 8.66754 1.66028 0.31149
O: 9.55043 0.61043 0.69795
C: 10.69702 1.07968 1.35285
N: 6.54458 2.07408 -0.56156
H: 7.54933 0.21898 -2.52254
H: 9.21756 0.44722 -1.85841
H: 8.22879 1.81967 -2.49866
H: 7.36576 0.06185 -0.17398
H: 8.16367 2.05296 1.20308
H: 9.17271 2.40844 -0.28921
H: 10.39899 1.57718 2.27770
H: 11.22315 1.81678 0.73481
H: 11.33777 0.21405 1.56298
H: 5.80392 1.72635 -1.16715
H: 6.16729 2.01141 0.38338
C: -2.37915 2.00113 4.80473
C: -2.69913 3.53758 4.94334
C: -4.19889 3.79240 5.07384
O: -4.43935 5.19497 5.29966
C: -5.76311 5.49999 5.64608
N: -1.93134 4.10996 6.08654
H: -2.91575 1.55066 3.95066
H: -2.69735 1.36032 5.67189
H: -1.31807 1.86347 4.63901
H: -2.38986 4.09807 4.02073
H: -4.55863 3.27864 5.98368
H: -4.73285 3.39874 4.18418
H: -6.04868 4.84732 6.48142
H: -6.44249 5.28802 4.81969
H: -5.72430 6.57384 5.80674
H: -2.09287 5.10479 6.12280
H: -2.44077 3.75578 6.89080
C: 10.41125 -3.92399 -1.55019
C: 9.89729 -2.60708 -0.97117
C: 8.44637 -2.67341 -0.62740
O: 7.64386 -2.64659 -1.83100
C: 6.34171 -3.07929 -1.47530
N: 10.65350 -2.43963 0.24796
H: 10.21886 -4.78589 -0.88026
H: 11.50647 -3.87486 -1.73553
H: 9.97081 -4.15130 -2.49336
H: 10.03224 -1.74928 -1.67574
H: 8.24792 -1.80124 0.05981
H: 8.23741 -3.62586 -0.06853
H: 5.69525 -2.87333 -2.33793
H: 5.96461 -2.51479 -0.64455
H: 6.25337 -4.16315 -1.28485
H: 10.64657 -1.50963 0.59877
H: 11.61937 -2.74498 0.09061
C: -2.88149 -3.35297 -7.65588
C: -1.51377 -2.81514 -7.46938
C: -1.74830 -1.58204 -6.53728
O: -2.35219 -0.48117 -7.22882
C: -1.50389 0.27210 -8.04956
N: -0.61132 -3.80472 -6.82609
H: -3.65441 -2.58855 -7.82003
H: -3.24773 -3.84910 -6.76753
H: -2.86350 -4.11300 -8.45685
H: -1.07782 -2.49173 -8.41319
H: -0.84026 -1.23040 -6.02994
H: -2.36812 -1.82438 -5.64523
H: -0.44125 0.11992 -7.89290
H: -1.68476 1.35996 -7.88466
H: -1.64674 0.11750 -9.15681
H: -0.97834 -4.65616 -7.27645
H: 0.34375 -3.72485 -7.17901
C: 4.02084 -0.91994 -4.03495
C: 4.14967 0.58218 -4.17541
C: 3.05440 1.13962 -5.03314
O: 1.79070 0.67085 -4.57601
C: 0.78089 1.58556 -4.94266
N: 4.28735 1.15548 -2.85341
H: 3.85260 -1.45135 -4.98153
H: 3.31015 -1.28302 -3.27534
H: 5.03691 -1.31445 -3.85861
H: 5.11373 0.89573 -4.68661
H: 3.17749 0.73547 -6.04331
H: 3.05670 2.23049 -5.09408
H: -0.19399 1.24070 -4.62878
H: 0.79129 1.72117 -6.04230
H: 0.90793 2.56090 -4.44317
H: 3.47043 0.95562 -2.29302
H: 4.30089 2.16797 -2.88582
C: -6.48705 3.20345 -1.29511
C: -6.59212 3.94638 -2.56680
C: -5.66242 5.10835 -2.67596
O: -5.65501 5.94504 -1.55118
C: -6.88663 6.62527 -1.23892
N: -6.34075 3.11151 -3.76028
H: -5.57257 2.59652 -1.20506
H: -7.28678 2.48887 -1.23537
H: -6.70509 3.86866 -0.48467
H: -7.61796 4.29819 -2.62166
H: -5.93479 5.65152 -3.58377
H: -4.62776 4.74882 -2.85469
H: -7.70427 5.90571 -0.96103
H: -7.29914 7.19748 -2.05507
H: -6.70878 7.24014 -0.36610
H: -5.80870 3.59089 -4.48871
H: -7.27965 2.82196 -4.18883
C: -1.24168 0.26724 0.32369
C: 0.06333 0.19732 -0.48329
C: 1.21340 -0.42756 0.29283
O: 2.36135 -0.27562 -0.50680
C: 3.50969 -1.03635 -0.13485
N: -0.24947 -0.46826 -1.73397
H: -2.00848 0.84460 -0.21205
H: -1.16893 0.87619 1.26444
H: -1.63721 -0.69142 0.58137
H: 0.40916 1.23336 -0.58953
H: 1.07644 -1.49537 0.50741
H: 1.37531 0.04594 1.27518
H: 3.48761 -2.06126 -0.54433
H: 3.67259 -0.91977 0.94783
H: 4.36176 -0.50807 -0.58651
H: 0.54042 -0.40432 -2.34619
H: -0.97255 0.03350 -2.20289